[1]
{"formula": "C21H41BF10N6O8P", "method": "ωB97M-V/def2-TZVPD", "molar_mass_g_mol": 737.36, "homo_ev": -10.812, "charge": 1, "symbols": ["C", "C", "O", "C", "N", "C", "C", "O", "N", "C", "N", "C", "C", "C", "O", "B", "N", "O", "N", "C", "F", "F", "C", "F", "F", "C", "F", "F", "C", "F", "F", "F", "C", "P", "O", "O", "O", "C", "C", "C", "F", "H", "H", "H", "H", "H", "H", "H", "H", "H", "H", "H", "H", "H", "H", "H", "H", "H", "H", "H", "H", "H", "H", "H", "H", "H", "H", "H", "H", "H", "H", "C", "C", "C", "O", "C", "N", "H", "H", "H", "H", "H", "H", "H", "H", "H", "H", "H"], "xyz": [[5.45861, 1.33980, 4.19535], [6.72518, 1.04677, 3.41614], [7.46723, 0.01125, 4.05800], [6.51509, 0.60660, 1.95895], [5.09398, 0.45328, 1.57505], [4.74488, 1.10443, 0.30955], [3.50923, 0.43268, -0.27840], [2.57208, 1.47892, -0.57309], [1.22165, 1.02121, -0.64789], [0.31450, 1.76330, 0.12235], [0.46587, 2.12833, 1.34796], [-0.46495, 3.04775, 2.04716], [-0.53523, 4.42448, 1.37443], [-1.73867, 5.18199, 1.89284], [0.67890, 5.07319, 1.74200], [1.58712, 1.65070, 2.29506], [1.26312, 0.60162, 3.22054], [2.77485, 2.26192, 2.32657], [-0.81350, 2.00590, -0.63470], [-2.13469, 1.59257, -0.25454], [-2.71786, 2.56249, 0.50424], [-2.91530, 1.48229, -1.34582], [-2.31386, 0.28596, 0.56611], [-3.63874, 0.17176, 0.79914], [-1.70916, 0.37494, 1.77745], [-1.85938, -1.05073, -0.07388], [-0.50784, -1.15210, -0.09129], [-2.30963, -2.01409, 0.76879], [-2.44041, -1.41373, -1.46166], [-1.91251, -0.65513, -2.43135], [-2.08970, -2.68785, -1.70386], [-3.76454, -1.31950, -1.48148], [-0.46306, 2.11787, -2.03000], [-0.12367, 3.82890, -2.61723], [-1.32731, 4.63325, -2.44684], [1.10532, 4.46212, -1.83587], [0.29454, 3.64636, -4.13327], [0.85980, 1.28792, -2.08047], [1.07974, 0.19598, -3.13669], [1.17029, -1.24083, -2.65842], [0.11099, 0.30392, -4.11592], [5.70813, 1.55800, 5.23013], [4.99182, 2.23926, 3.80792], [4.76504, 0.51034, 4.20003], [7.32859, 1.95227, 3.46129], [7.28196, 0.04988, 4.99398], [6.95978, -0.38085, 1.91935], [7.03350, 1.27039, 1.28084], [4.92331, -0.53075, 1.44535], [5.56752, 1.05054, -0.40149], [4.53878, 2.15863, 0.44641], [3.07320, -0.32890, 0.35776], [3.81110, -0.03572, -1.21174], [-1.44079, 2.61918, 2.21594], [-0.04695, 3.25137, 3.02528], [-0.51451, 4.35604, 0.29216], [-2.61788, 4.55278, 1.90796], [-1.53550, 5.47185, 2.92159], [-1.90061, 6.08843, 1.32633], [0.48642, 5.93457, 2.11061], [1.78408, -0.24845, 3.02784], [0.28354, 0.34260, 3.19119], [3.48139, 1.60342, 2.45896], [-1.13594, 1.71996, -2.77907], [1.61148, 3.82964, -1.31051], [-0.25725, 3.00271, -4.58735], [1.58910, 2.02964, -2.37749], [2.02053, 0.41986, -3.62396], [1.89196, -1.75350, -3.28245], [0.23735, -1.77661, -2.76525], [1.51961, -1.33790, -1.63894], [-5.84038, -6.48438, -2.97989], [-4.80981, -5.49995, -2.43696], [-4.22819, -5.89760, -1.07253], [-5.08283, -5.66966, 0.02859], [-6.06455, -6.66773, 0.25200], [-5.40224, -4.15895, -2.41132], [-6.80805, -6.37449, -2.49212], [-5.99790, -6.31145, -4.04367], [-5.50727, -7.51616, -2.85463], [-3.97258, -5.48368, -3.14165], [-3.35046, -5.27096, -0.88657], [-3.88070, -6.93914, -1.07825], [-5.68938, -7.66321, 0.00021], [-6.97590, -6.46275, -0.31346], [-6.31620, -6.64746, 1.31149], [-4.68670, -3.48862, -2.15320], [-6.05861, -4.12905, -1.63577]], "forces_ev_per_a": [[0.1985, 0.2278, -0.0359], [-0.0071, 0.1156, 0.5828], [-0.0395, -0.2753, -0.4674], [-0.5125, -0.2989, 0.7141], [-0.1335, 0.4479, -0.2223], [0.1296, -0.4038, 0.1173], [0.5620, 0.3337, -0.6032], [-0.7524, -0.1203, 1.1859], [0.4756, 1.0044, -1.2479], [-0.0254, -0.4678, -0.1115], [0.4896, 0.2011, 0.4198], [-0.2318, 0.6441, -0.1076], [0.4123, 0.1906, 0.5393], [0.3108, -0.1414, 0.1917], [0.3010, -0.1948, -0.2301], [0.1539, -0.3515, 0.6602], [-0.7133, -0.2654, -1.2308], [-0.1009, -0.0565, -1.2235], [-0.8493, -0.5036, 0.3175], [-1.0375, 1.1577, 0.3331], [0.0607, -0.2623, -0.2090], [0.6054, -0.0844, 0.2478], [-0.6805, -0.3921, 0.2459], [0.4978, 0.1311, -0.1880], [0.1290, 0.0681, -0.4260], [-0.2532, -0.9139, 0.8193], [-0.4533, 0.4489, -0.2398], [0.1378, 0.3957, -0.2598], [0.0982, -0.7035, -0.4300], [-0.1293, -0.0275, 0.2572], [-0.1524, 0.4664, -0.0029], [0.4762, 0.1260, 0.0263], [2.0655, -0.9350, -1.1385], [-1.9539, 1.1733, 0.2530], [-0.2492, 0.0387, 0.2523], [0.1196, -0.7841, -0.2456], [0.9998, -0.4130, 0.4659], [-0.0286, 1.1636, -0.2069], [0.1806, -0.9993, 0.5952], [0.2089, -0.1879, -0.2438], [-0.3766, 0.2845, -0.1442], [0.1402, 0.0644, 0.1784], [-0.2659, 0.0873, -0.0740], [-0.2215, -0.2089, -0.1304], [0.1612, 0.1775, -0.2456], [0.0878, 0.0034, 0.3824], [0.3961, -0.0673, -0.2353], [0.0370, 0.1432, -0.2383], [-0.0182, -0.2195, 0.1357], [0.1259, -0.1088, -0.1952], [-0.0971, 0.2652, 0.2242], [-0.1835, 0.0507, 0.3411], [-0.2633, -0.2488, -0.2305], [0.0178, -0.2680, -0.1841], [0.2491, -0.1554, 0.2216], [-0.4107, -0.1160, -0.2039], [-0.3311, 0.1105, -0.2119], [-0.0207, 0.0151, 0.2378], [-0.1880, 0.1033, -0.2412], [-0.0292, 0.2869, 0.0310], [0.3296, 0.0232, 0.6687], [-0.0177, -0.1797, 0.1107], [0.5565, 0.1058, 0.4729], [-0.6784, -0.1803, 0.4963], [0.4639, 0.2132, 0.0228], [-0.1735, -0.0045, -0.3968], [0.4593, -0.0049, 0.0521], [0.1466, 0.2571, -0.1745], [0.0925, -0.1823, -0.1504], [-0.2827, 0.0782, 0.0805], [-0.0097, 0.1404, 0.2499], [0.0453, -0.0886, -0.1206], [-0.2907, -0.0832, 0.0939], [0.2235, 0.0776, -0.0461], [-0.0222, -0.0787, -0.0129], [-0.0438, 0.1455, 0.1114], [0.1756, 0.0011, 0.0932], [0.0143, 0.0210, 0.0654], [-0.0160, 0.0513, 0.0025], [-0.0061, -0.0010, 0.0201], [0.0588, 0.0272, 0.0464], [-0.0167, 0.0256, 0.0351], [-0.0828, -0.0349, -0.0479], [-0.0044, -0.0057, -0.0522], [0.0023, -0.1129, -0.0542], [0.0416, 0.0130, 0.0112], [0.0217, 0.0423, -0.0852], [-0.1058, -0.0177, -0.0643]], "mulliken_charge": [-1.510, 0.568, -0.558, -0.819, -0.222, -1.092, -0.343, -0.303, 1.163, -1.594, 0.145, -1.561, 1.651, -1.493, -0.538, 0.544, -0.593, -0.502, 1.635, 0.159, -0.284, -0.269, 0.773, -0.309, -0.261, 0.615, -0.235, -0.320, 0.455, -0.157, -0.277, -0.305, -0.717, 0.893, -0.719, -0.517, -0.532, -0.798, -0.104, -1.317, -0.428, 0.562, 0.245, 0.359, 0.214, 0.331, 0.371, 0.342, 0.211, 0.612, 0.223, 0.395, 0.413, 0.434, 0.582, -0.599, 0.420, 0.465, 0.389, 0.396, 0.283, 0.249, 0.157, 0.927, 0.497, 0.364, 0.758, 0.547, 0.481, 0.246, 0.208, -1.517, 0.450, -0.491, -0.370, -0.677, -0.673, 0.293, 0.378, 0.355, 0.364, 0.143, 0.440, 0.319, 0.239, 0.250, 0.156, 0.336]}

[2]
{"formula": "C6H10O", "method": "ωB97M-V/def2-TZVPD", "molar_mass_g_mol": 98.14, "homo_ev": -9.492, "smiles": "O[C@@H]1C=CCCC1", "symbols": ["O", "C", "C", "C", "C", "C", "C", "H", "H", "H", "H", "H", "H", "H", "H", "H", "H"], "xyz": [[1.65396, -0.63430, 1.29435], [1.31073, -0.39865, -0.07039], [0.04470, -1.17136, -0.43508], [-1.14916, -0.59612, 0.32473], [-1.39231, 0.87208, -0.04409], [-0.11405, 1.63738, -0.26667], [1.09772, 1.08343, -0.26942], [1.52836, -1.58077, 1.44460], [2.14338, -0.72172, -0.71671], [0.18636, -2.23281, -0.18228], [-0.11342, -1.11880, -1.51979], [-0.92829, -0.66566, 1.39621], [-2.04972, -1.19061, 0.13661], [-2.00994, 0.94682, -0.95123], [-1.97340, 1.36298, 0.74811], [-0.21274, 2.70785, -0.44764], [1.97785, 1.70026, -0.44130]], "forces_ev_per_a": [[0.0524, -0.1738, 0.0830], [-0.1311, 0.0916, -0.3592], [-0.0203, -0.0388, -0.0262], [-0.0256, -0.0075, 0.0445], [0.0018, -0.0151, -0.0151], [0.1520, -0.0881, -0.0090], [-0.1475, 0.1015, 0.0178], [0.1727, 0.1597, 0.0959], [-0.1476, 0.0258, 0.1112], [-0.0398, 0.1444, -0.0719], [0.0059, 0.0128, 0.1291], [-0.0811, 0.0203, -0.1291], [0.1082, 0.0939, 0.0416], [0.1019, -0.0208, 0.0870], [0.0833, -0.0528, -0.1401], [0.0377, -0.1612, 0.0425], [-0.1229, -0.0921, 0.0982]], "mulliken_charge": [-0.553, 0.243, -0.950, -0.541, -0.545, -0.332, -0.607, 0.354, 0.288, 0.353, 0.318, 0.278, 0.344, 0.287, 0.342, 0.364, 0.355]}

[3]
{"formula": "C2H4N4", "method": "ωB97M-V/def2-TZVPD", "molar_mass_g_mol": 84.08, "homo_ev": -8.579, "smiles": "Nc1cnn[nH]1", "symbols": ["N", "C", "C", "N", "N", "N", "H", "H", "H", "H"], "xyz": [[0.69251, -1.35268, 0.57099], [0.30911, -0.12872, 0.12804], [0.13893, 0.34064, -1.14826], [-1.03816, 1.07207, -1.09530], [-1.42613, 1.23130, 0.09759], [-0.42287, 0.70493, 1.00279], [0.32687, -1.59816, 1.48259], [0.56196, -2.07394, -0.12552], [0.72430, 0.23261, -2.05224], [0.13348, 1.57195, 1.13933]], "forces_ev_per_a": [[0.5969, -0.0119, 0.0625], [0.2113, -0.0946, -0.3707], [0.0231, -0.3632, 0.1974], [-0.1239, 0.3650, 0.3966], [0.1003, 1.5213, -0.5987], [-0.6164, -0.5012, -0.4052], [0.1865, 0.1320, -0.1611], [0.3458, 0.0420, 0.2192], [-0.4713, -0.4886, 0.0904], [-0.2523, -0.6008, 0.5697]], "mulliken_charge": [-0.503, 0.492, -0.502, -0.120, -0.389, -0.289, 0.279, 0.273, 0.428, 0.331]}

| no. | E_tot (Ha) | frontier orbital gap (eV) |
| --- | --- | --- |
| 1 | -3119.96879 | 7.21 |
| 2 | -309.83890 | 10.48 |
| 3 | -297.53384 | 8.98 |